1.
Computed, not measured: 2 unconnected molecules or ions with the total composition C3H7N5OS at a distorted geometry, with ωB97M-V with the def2-TZVPD basis set.

XYZ file:
```
17
Properties=species:S:1:pos:R:3:lowdin_charge:R:1
H 1.07 0.70 2.48 0.041
H 0.93 -0.34 1.34 0.031
N -1.34 2.32 -1.11 0.206
H -0.64 -1.10 -2.01 0.097
H 1.33 0.35 -2.62 0.066
N -0.66 0.18 -0.53 -0.031
O -1.25 -1.68 2.15 -0.471
N 0.70 -0.20 2.32 -0.172
N -0.95 1.23 -0.97 -0.252
S -0.91 -0.39 2.68 0.837
N -2.11 1.90 1.47 0.102
C 0.09 -0.86 -1.28 -0.199
H 1.96 -1.19 -2.29 0.086
C -1.62 0.87 1.62 -0.435
H 1.98 0.18 -0.96 0.066
H -0.04 -1.64 -0.53 0.097
C 1.47 -0.33 -1.77 -0.069
```

Results
**HOMO-LUMO gap**: 10.13 eV
**LUMO level**: 0.34 eV
**Multiplicity**: 1
**Energy**: -23553.099 eV
**Total charge**: 0
**Energy relative to the best compared isomer or geometry (same formula, charge and spin)**: 2.7298 eV



2.
Computed, not measured: a molecular structure, C9H21EuI2O2P2 at a distorted geometry, with ωB97M-V with the def2-TZVPD basis set.

XYZ file:
```
37
Properties=species:S:1:pos:R:3:lowdin_charge:R:1
I 2.25 -0.23 0.79 0.246
H -3.42 -0.46 3.44 0.067
Eu -2.01 2.16 -0.28 1.477
I 0.50 -2.32 0.22 0.652
H 1.71 1.15 -3.79 0.075
O 1.53 -2.72 -2.64 0.036
C 3.22 -3.30 -0.93 -0.103
C 2.79 -1.31 3.61 -0.098
H -1.31 2.73 3.45 0.053
H 3.19 -4.07 -0.13 0.105
P -0.16 1.17 -2.22 0.621
H -1.38 3.08 -3.16 0.023
H -2.66 1.83 4.14 0.070
C -3.00 -0.46 2.42 -0.291
H 3.80 -3.71 -1.80 0.119
C -0.61 -0.11 3.67 -0.284
H -0.80 0.36 -4.44 0.070
H -2.18 0.23 -3.28 0.038
O 3.75 -1.71 3.13 -0.063
C -0.33 2.76 -3.14 -0.322
H 0.26 3.57 -2.68 0.054
H -3.80 -0.20 1.70 0.032
H 0.04 2.61 -4.16 0.064
C -1.09 0.10 -3.41 -0.268
H 0.27 0.49 3.87 0.041
P -1.55 0.66 2.31 0.631
H -2.83 2.74 2.61 0.016
C -2.16 2.10 3.20 -0.332
C 1.90 -2.83 -1.49 -0.697
H -1.21 -0.20 4.59 0.077
H -2.67 -1.48 2.18 0.046
H -0.85 -0.96 -3.22 0.044
H 2.24 1.28 -2.05 0.019
H 3.66 -2.38 -0.44 0.034
H 1.65 -0.29 -2.67 0.014
C 1.54 0.81 -2.75 -0.289
H -0.30 -1.10 3.34 0.020
```

Results
**HOMO-LUMO gap (alpha / beta)**: 5.03 / 6.41 eV
**LUMO level (alpha / beta)**: -7.90 / -7.77 eV
**Multiplicity**: 7
**Energy**: -67857.133 eV
**Total charge**: +2
**Energy relative to the best compared isomer or geometry (same formula, charge and spin)**: 0.2636 eV



3.
Computed, not measured: 2 unconnected molecules or ions with the total composition C4H5Cl2F3 at a distorted geometry, with ωB97M-V with the def2-TZVPD basis set.

XYZ file:
```
14
Properties=species:S:1:pos:R:3:lowdin_charge:R:1
F 1.44 3.09 -0.20 0.144
C -0.32 -1.61 0.01 -0.815
C 0.93 -1.46 -0.34 -0.031
H -1.98 -1.76 1.35 0.017
H -0.35 3.24 -0.86 0.140
C -1.08 -1.28 1.26 -0.532
Cl -1.52 -1.92 -1.14 0.759
C 0.42 2.57 -0.84 -0.481
H -1.27 -0.23 1.30 0.046
H 1.22 -1.74 -1.31 0.055
F 0.74 2.31 -2.10 0.125
F 0.19 1.36 -0.27 0.095
H 1.64 -1.04 0.27 0.044
Cl -0.08 -1.52 2.88 0.432
```

Results
**HOMO-LUMO gap (alpha / beta)**: 6.44 / 8.16 eV
**LUMO level (alpha / beta)**: 0.72 / -2.54 eV
**Multiplicity**: 3
**Energy**: -37421.304 eV
**Total charge**: 0



4.
Computed, not measured: a molecular structure, C44H65As2GeN4O15ReSi3, with ωB97M-V with the def2-TZVPD basis set.

XYZ file:
```
135
Properties=species:S:1:pos:R:3:lowdin_charge:R:1
C -2.74 -1.17 1.47 -0.453
C -2.77 0.04 4.27 -0.064
N -0.07 -7.29 0.28 -0.354
H 4.35 -1.41 -1.53 0.009
O 0.81 -8.02 0.70 0.086
H 2.35 -6.20 0.46 0.125
H 7.05 0.19 2.82 0.079
H -0.11 -0.06 -5.92 0.014
C 6.64 -0.57 3.49 -0.050
H -3.81 3.15 0.64 0.098
H -5.14 -3.07 3.02 0.123
O 0.27 -1.00 -0.78 -0.344
H 2.92 -3.79 0.08 0.121
H 1.26 5.03 -1.31 0.096
C -4.89 1.43 -1.53 -0.219
As 2.28 1.07 1.41 1.328
Re -0.91 0.39 -0.16 1.404
C -1.87 2.80 1.49 -0.352
H -5.39 0.59 -2.01 0.030
H 5.72 -0.21 3.94 0.086
H 1.64 -0.74 -3.69 0.027
H -4.49 -1.26 4.37 0.129
H 0.62 1.48 -6.34 0.033
H -4.55 -0.10 3.05 0.127
H -5.64 2.20 -1.34 0.033
H -0.20 3.76 -3.48 0.009
H 1.13 3.56 -4.63 0.040
H -2.23 -1.20 -5.93 0.017
C -3.88 -0.76 3.61 -0.147
C 1.60 -5.48 0.18 0.033
Si -3.54 2.11 -2.66 0.316
H -3.21 0.77 4.94 0.082
C -0.12 1.01 -5.70 -0.214
O 5.24 -2.92 1.30 0.126
H -4.39 4.90 2.29 0.109
H 7.35 -0.81 4.27 0.100
C 1.28 -1.82 -0.55 -0.549
H 6.86 4.55 -0.38 0.099
H -3.48 2.56 -5.12 0.024
C 2.63 2.55 2.67 -0.266
H 7.03 2.90 0.28 0.073
H -2.17 0.59 3.53 0.061
H 1.38 -1.77 4.90 0.085
H 2.22 3.47 2.26 0.021
C -0.69 -2.58 -3.68 -0.202
C 4.68 -0.65 1.47 -0.314
C 0.66 4.43 -0.63 -0.029
H 2.15 2.33 3.63 0.017
C -3.43 4.41 2.34 -0.064
C -3.11 3.43 1.41 -0.022
C -3.46 -2.29 -2.31 -0.219
C -2.53 4.75 3.33 -0.076
O 4.73 2.00 -2.88 0.126
N -1.39 -0.98 1.46 0.041
C -0.75 -5.00 -0.29 0.022
C 2.67 3.20 -0.51 -0.530
H -3.26 -3.36 -2.17 0.026
C 0.27 -5.88 0.05 -0.130
O 2.42 -1.43 -0.58 0.061
H -3.50 -1.82 -1.33 -0.018
H 0.45 4.99 0.29 0.100
C -4.30 -3.77 1.16 -0.060
O 0.64 -1.60 2.27 0.062
C 3.17 -0.89 3.34 -0.543
O 3.27 4.08 -1.07 0.125
H -0.51 -3.22 3.65 0.171
C 6.36 3.60 -0.24 -0.061
C -4.25 2.30 -4.39 -0.219
C -4.65 -2.65 2.14 -0.167
H -4.46 -2.21 -2.75 0.035
H -4.99 3.11 -4.39 0.032
C -3.03 3.82 -2.07 -0.229
O 6.09 3.11 -1.55 -0.022
H -3.83 -3.37 0.26 0.048
H -1.76 -5.37 -0.38 0.117
H -3.63 -4.50 1.61 0.080
H -4.49 1.08 -0.58 -0.008
H -3.61 -2.13 -5.37 0.034
C 5.39 -1.11 -1.47 -0.254
Ge -1.61 0.69 -2.59 0.564
C 3.29 1.93 -0.03 -0.291
H -3.89 4.45 -1.83 0.037
H -0.21 -2.36 -4.63 0.027
C 5.43 -1.89 1.89 -0.569
H -2.78 5.51 4.06 0.105
H -3.60 -0.38 -5.21 -0.001
C 1.78 0.31 -3.41 -0.199
H -4.75 1.40 -4.73 0.012
H 1.98 0.34 -2.34 0.005
C -1.29 4.11 3.41 -0.068
H -5.20 -4.30 0.85 0.084
H 5.45 3.75 0.32 0.082
Si -2.20 -1.48 -3.45 0.350
H -0.02 2.61 2.53 0.071
C 1.91 -4.15 -0.04 0.039
O 3.59 -1.95 3.74 0.144
C -0.57 -1.71 2.27 -0.511
H 2.67 0.69 -3.91 0.034
H -2.10 -0.59 4.85 0.078
H -1.10 1.40 -5.99 0.021
C -3.43 -1.87 2.62 -0.303
N -1.16 -2.64 3.13 0.231
C -0.42 -3.68 -0.50 -0.017
H -5.34 -1.94 1.68 0.124
H 1.43 3.33 -2.92 0.007
H -2.45 4.33 -2.84 0.024
H -0.59 4.37 4.19 0.108
Si 0.30 1.34 -3.90 0.343
N -1.56 1.81 0.58 -0.150
H 5.70 -0.60 -2.38 0.030
H 6.03 -1.97 -1.29 0.029
H -1.20 -2.97 -0.76 0.093
H -2.41 3.75 -1.17 -0.024
C 4.46 1.57 -0.57 -0.305
O -2.89 -3.63 4.16 0.122
O 2.29 -0.13 4.02 -0.111
H -0.98 -3.63 -3.69 0.038
C -2.50 -2.81 3.37 -0.422
As 5.67 0.15 -0.01 1.342
H 0.06 -2.46 -2.90 -0.002
C 5.06 2.29 -1.76 -0.569
H 3.70 2.66 2.82 0.037
C -0.96 3.13 2.49 -0.040
H 0.85 -0.15 5.44 0.093
C 0.90 -3.25 -0.38 -0.121
O -3.40 -0.68 0.56 -0.005
H 2.42 -0.81 5.98 0.100
O 1.35 3.22 -0.28 -0.128
H -0.27 4.13 -1.10 0.062
C 0.69 3.17 -3.71 -0.191
C -2.98 -1.27 -5.15 -0.206
O 6.42 -1.79 2.78 -0.014
C 3.58 -0.21 2.08 -0.296
O -1.20 -7.64 0.04 0.080
C 1.70 -0.77 5.16 -0.030
```

Results
**HOMO-LUMO gap (alpha / beta)**: 6.93 / 7.38 eV
**LUMO level (alpha / beta)**: -1.15 / -1.23 eV
**Multiplicity**: 3
**Energy**: -287313.184 eV
**Total charge**: 0
**Energy relative to the best compared isomer or geometry (same formula, charge and spin)**: 0.0000 eV